10
Properties=species:S:1:pos:R:3:forces:R:3 method="wB97M-V/def2-TZVPD" gap_ha="0.2285 / 0.2796" total_charge=-1 lumo_ev="2.3900 / 2.7934" total_energy_ha=-1483.995787 homo_energy_ev="-3.8 / -4.8" fmax_ev_per_a=3.83
C 0.75809 1.85855 -1.04179 0.966 -3.677 0.454
C -1.37631 -2.26629 0.06853 0.899 -0.868 3.069
C 0.67419 1.01540 0.35802 1.141 0.507 -1.315
O 0.23424 2.93056 -1.03084 -1.092 2.480 0.212
O 1.31052 1.15029 -1.89125 0.263 0.216 -0.552
Cl -1.34140 -0.56174 0.09359 -0.934 -0.380 -0.988
Cl 0.17537 1.84654 1.70642 -0.303 0.591 1.516
I 1.91326 -0.68230 0.61600 0.137 0.466 0.091
H -0.29975 -2.70519 0.16716 -1.971 0.659 -0.760
H -2.04823 -2.58582 0.95417 0.894 0.003 -1.729